(1)
A 2-piece molecular cluster, C3H10S2 overall at a distorted geometry, computed with wB97M-V/def2-TZVPD.

```
15
Properties=species:S:1:pos:R:3:forces:R:3
H -0.2130 2.2156 0.4292 -0.9 -0.1 0.7
H -1.6851 -1.0654 -0.2991 -1.0 1.6 2.0
S 1.0956 0.6614 1.5282 1.5 -0.7 -0.4
C 2.1655 1.3407 0.1671 0.8 -2.1 1.2
S -1.0865 -1.9511 -0.9788 0.9 -1.4 -2.2
C -0.1588 1.8875 1.4839 -0.7 1.1 1.2
H 0.0763 2.7589 2.1752 -0.2 -0.7 -0.9
H -1.0517 1.3838 1.9389 0.4 0.7 -1.0
H 3.2074 1.4231 0.5462 -0.6 -0.1 -0.3
H -2.8577 -1.3490 -2.5598 1.0 1.2 0.2
H -1.3065 -1.3015 -3.4004 0.2 0.4 0.4
C -1.7880 -0.9808 -2.4616 0.1 0.3 1.0
H -1.5295 0.1312 -2.0899 -1.1 -2.0 -1.5
H 1.7833 2.3079 0.0315 -0.3 1.2 -0.8
H 2.1206 0.6472 -0.6987 -0.1 0.8 0.4
```
Positions in Å, forces in eV/Å.

## Properties
HOMO-LUMO gap (spin up / spin down), eV: 2.20 / 7.78
<S²>: 0.751
2S+1: 2
Calculated total energy, eV: -24941.150
Total charge: -1
LUMO energy (spin up / spin down), eV: 3.196 / 3.100



(2)
A 2-piece molecular cluster, C3H10S2 overall at a distorted geometry, computed with wB97M-V/def2-TZVPD.

```
15
Properties=species:S:1:pos:R:3:forces:R:3
C -1.6995 -3.1286 -1.4178 -0.7 1.3 0.8
H -1.4218 -2.5133 -3.5209 -0.1 0.4 0.3
H -1.6852 -4.0541 -0.8584 0.2 -0.4 -0.4
H -0.8148 -2.5524 -1.1785 0.4 -0.2 -0.2
S 2.9875 2.9957 1.6122 -0.3 -0.1 -0.3
H -3.0056 -3.2143 -3.1637 -0.1 0.0 0.1
H 4.5812 4.4998 2.5670 0.1 -0.1 0.4
S -3.0579 -2.1697 -0.5645 0.2 -0.2 -0.4
H 3.3044 5.4707 1.9652 -0.5 -0.3 -0.4
H -2.7544 -2.6788 0.6280 -0.1 0.1 0.3
H -1.5506 -4.2000 -3.2327 -0.2 0.0 -0.1
H 3.1961 3.3387 0.3354 0.1 0.1 0.0
H 2.9754 4.5051 3.3848 0.2 0.0 0.2
C -1.9517 -3.2369 -2.9055 0.5 -0.9 -0.3
C 3.5035 4.5081 2.4370 0.5 0.5 0.0
```
Positions in Å, forces in eV/Å.

## Properties
HOMO-LUMO gap, eV: 9.72
SMILES: CCS.CS
2S+1: 1
Calculated total energy, eV: -24943.033
LUMO energy, eV: 0.821



(3)
A 2-piece molecular cluster, C3H10S2 overall at a distorted geometry, computed with wB97M-V/def2-TZVPD.

```
15
Properties=species:S:1:pos:R:3:forces:R:3
C 3.3233 -1.1558 1.8096 -1.7 1.3 -1.6
S -2.3133 0.6515 -2.6740 0.0 0.5 0.1
H -2.4704 1.9763 -2.8952 -0.2 -0.5 -0.3
H 4.3067 -1.5699 1.5674 -0.2 0.1 0.0
H 1.2538 -2.0288 1.9823 -0.1 0.6 0.8
H 2.3988 -2.8884 1.1291 0.2 -0.4 0.6
H 2.6056 -2.8455 2.9392 -0.6 -0.2 -0.3
H 4.2447 -0.2142 3.4853 0.0 0.2 -0.4
H 3.7684 0.9936 2.3486 0.0 -0.2 -0.8
C 2.3058 -2.2807 2.0463 1.2 -0.4 -0.5
C 3.4606 0.0261 2.7291 1.3 -0.1 3.6
H 2.6874 0.2790 3.4680 -0.7 -0.4 -0.7
H 2.8986 -0.6426 0.9348 0.6 -0.5 -0.6
S -2.2858 0.9717 -0.5902 0.3 0.9 -0.3
H -1.7654 2.2311 -0.7733 -0.2 -0.9 0.5
```
Positions in Å, forces in eV/Å.

## Properties
HOMO-LUMO gap, eV: 8.93
SMILES: CCC.SS
2S+1: 1
Calculated total energy, eV: -24942.534
LUMO energy, eV: 0.191



(4)
A 2-piece molecular cluster, C3H10S3 overall, computed with wB97M-V/def2-TZVPD.

```
16
Properties=species:S:1:pos:R:3:forces:R:3
H -1.2896 -2.2494 -2.4581 -0.3 0.1 0.1
S 0.6573 -0.7783 -2.3688 0.6 -0.1 0.0
H 1.2580 1.8388 3.0668 -0.1 0.1 0.5
H -0.6764 0.5658 -4.2640 0.3 -0.2 0.0
H 2.1441 0.6598 2.1585 0.4 0.0 -0.3
S -0.0541 1.0070 -3.1567 -0.5 0.2 0.1
H -0.6081 -1.9030 -4.0822 -0.1 0.2 0.3
C -0.3868 -2.0749 -3.0215 -0.2 0.1 -0.8
H -1.4336 1.6581 2.8376 0.0 0.5 -0.1
C 1.4890 0.7818 3.0060 0.1 -0.6 -0.4
C -1.0328 1.0968 2.0055 0.1 -0.9 -0.1
H -1.8387 0.5854 1.4818 -0.1 0.2 0.0
S 0.0155 -0.2096 2.6733 -0.1 -0.1 0.2
H 1.9776 0.3504 3.8772 0.0 0.4 0.1
H -0.4336 1.6458 1.2841 -0.3 0.4 0.1
H 0.2121 -2.9745 -3.0395 0.3 -0.2 0.3
```
Positions in Å, forces in eV/Å.

## Properties
HOMO-LUMO gap, eV: 8.76
SMILES: CSC.CSS
2S+1: 1
Calculated total energy, eV: -35778.203
LUMO energy, eV: 0.554



(5)
The molecule C3H10Si3 at a distorted geometry, computed with wB97M-V/def2-TZVPD.

```
16
Properties=species:S:1:pos:R:3:forces:R:3
C 0.5388 0.0331 -0.6700 -0.5 1.5 1.0
H -0.5986 -2.9962 1.9054 -0.1 0.4 -0.2
H 1.0955 -1.3336 1.9900 1.0 0.1 0.5
C -0.3528 1.0278 -0.5405 0.7 -3.7 0.8
H 2.3078 -1.1994 -2.1453 0.4 0.1 -0.2
H -1.9749 2.7419 -1.6897 0.4 0.9 0.0
Si -0.2849 -1.5484 1.6928 -1.0 0.3 -0.8
Si 2.3454 -0.2461 -1.0256 0.6 0.8 1.0
H -3.0608 1.2649 -0.5978 0.3 0.2 0.8
H 3.1775 -0.7708 0.1637 -0.9 -0.1 -0.7
H -0.9209 -1.4876 -0.9479 -0.3 0.0 0.6
H -1.1123 -0.6895 2.6086 0.2 -0.3 -0.2
H 2.9732 1.1145 -1.1295 -0.1 -0.4 -0.7
H -1.8938 2.9695 0.8666 0.1 -0.1 -0.3
C -0.3873 -1.0174 -0.1183 -0.6 2.0 -0.6
Si -1.8519 2.1374 -0.3625 -0.4 -1.7 -1.0
```
Positions in Å, forces in eV/Å.

## Properties
HOMO-LUMO gap, eV: 8.01
2S+1: 1
Calculated total energy, eV: -26900.322
LUMO energy, eV: 0.033



(6)
A 2-piece molecular cluster, C3H11BNO2 overall at a distorted geometry, computed with wB97M-V/def2-TZVPD.

```
18
Properties=species:S:1:pos:R:3:forces:R:3
H -0.8168 2.0424 -1.9756 -0.1 -0.8 1.6
H -0.0580 -2.2115 1.4656 -0.8 -1.3 0.1
H 2.5419 0.5716 -0.6663 -2.4 -1.1 2.4
C -1.3924 -0.0186 0.7372 2.6 -4.0 -0.5
C 0.2668 -1.2180 1.4766 -1.2 4.0 -1.4
O 1.6485 -1.9754 -0.4057 0.1 -1.4 -0.5
H -1.8368 0.0283 1.7440 -0.1 0.7 -1.0
N -0.7366 1.1898 0.0957 -1.4 0.4 0.5
H -1.8199 0.5967 -1.7656 0.2 0.3 1.1
H 0.3086 1.2135 0.2202 -0.4 -0.3 0.3
B 1.3232 -0.9389 0.3388 0.0 1.2 0.6
H -1.1136 2.0883 0.4320 0.0 -0.5 0.1
O 1.8158 0.3588 0.0648 1.6 0.7 -1.5
H -1.8702 -0.7091 -0.1327 1.0 1.9 2.7
H 2.3327 -1.8323 -1.0465 0.5 -0.1 -0.7
C -0.9172 1.0874 -1.3556 0.4 0.9 -3.2
H 0.4037 -0.7688 2.4673 -0.1 -0.2 -0.4
H -0.0796 0.4958 -1.6943 0.1 -0.4 -0.2
```
Positions in Å, forces in eV/Å.

## Properties
HOMO-LUMO gap, eV: 10.82
2S+1: 1
Calculated total energy, eV: -9544.336
Total charge: +1
LUMO energy, eV: -3.296



(7)
The molecule C3H11N2 at a distorted geometry, computed with wB97M-V/def2-TZVPD.

```
16
Properties=species:S:1:pos:R:3:forces:R:3
H -2.2115 -0.2659 0.3437 -0.2 -0.3 0.3
C -0.4109 0.8799 0.9053 -0.2 -1.0 0.5
H -0.6697 1.7771 1.4607 0.6 0.5 -0.5
C 0.8768 0.8086 0.0726 0.6 -1.2 -0.1
N 0.7572 -0.2620 -0.9384 -0.7 1.1 -0.1
H 1.5827 -1.9475 0.1696 -0.1 0.8 0.3
H 1.2086 1.7358 -0.3852 -0.5 0.1 -0.3
H 0.8395 -2.3291 -1.2529 -0.6 0.3 -0.4
H 1.7359 0.4959 0.6802 -0.3 0.3 0.7
H -2.2027 1.4604 0.1244 -0.7 -0.3 0.0
H -0.3852 0.1433 1.7161 0.0 -0.3 -0.4
N -1.6469 0.5689 0.0688 0.7 1.7 -0.3
C 0.7206 -1.6033 -0.4451 1.3 -1.4 0.1
H 1.3787 -0.1201 -1.7144 0.2 -0.1 0.0
H -1.4048 0.5147 -0.9331 0.2 -0.4 0.1
H -0.1680 -1.8566 0.1275 -0.3 0.2 -0.1
```
Positions in Å, forces in eV/Å.

## Properties
HOMO-LUMO gap (spin up / spin down), eV: 4.45 / 10.12
<S²>: 0.751
2S+1: 2
Calculated total energy, eV: -6265.786
LUMO energy (spin up / spin down), eV: 1.008 / 0.761



(8)
A 2-piece molecular cluster, C3H11N2 overall, computed with wB97M-V/def2-TZVPD.

```
16
Properties=species:S:1:pos:R:3:forces:R:3
H -2.2662 -2.9882 -0.9687 -0.2 0.2 0.5
H 2.3956 0.4498 -0.6103 -0.4 0.1 -0.2
H -1.9224 -0.5614 -1.7072 -0.1 -0.1 0.0
H 2.0560 -0.0736 0.9300 -0.5 0.4 0.5
H -0.7002 -2.7070 -1.4890 0.5 0.2 0.1
H 1.4783 2.4878 -0.4802 -0.1 -0.1 -0.2
C -1.3802 -2.4087 -0.6937 -0.4 -0.2 -0.7
H -1.0044 -2.7377 0.2660 0.0 -0.2 0.2
C -1.6378 -0.9139 -0.7152 0.0 0.1 -0.3
N 1.8877 0.6498 0.2419 0.6 -0.7 -0.3
H 0.8819 3.4458 1.4743 -0.3 -0.1 -0.3
H 0.9766 2.0240 2.3858 -0.1 -0.2 -0.2
H -2.3991 -0.5825 -0.0150 -0.2 -0.1 0.1
H -0.7330 -0.3733 -0.4710 0.4 0.2 0.2
N 0.9543 2.4375 1.4597 0.1 0.0 1.0
C 1.4130 1.8517 0.3925 0.7 0.6 -0.3
```
Positions in Å, forces in eV/Å.

## Properties
HOMO-LUMO gap, eV: 10.53
2S+1: 1
Calculated total energy, eV: -6263.110
Total charge: +1
LUMO energy, eV: -4.002



(9)
A 2-piece molecular cluster, C3H11N2 overall at a distorted geometry, computed with wB97M-V/def2-TZVPD.

```
16
Properties=species:S:1:pos:R:3:forces:R:3
H -0.0032 1.6246 -1.5892 -0.1 0.2 -0.3
H -0.3719 -1.9972 -1.1575 0.6 0.2 1.0
H -0.6205 2.0237 2.0546 0.2 1.6 -0.4
N 1.6637 -0.0384 -0.4925 -0.6 0.9 -1.5
N -0.2001 -1.5721 -0.1929 2.3 0.4 -3.1
H 2.3277 -0.5810 -0.0422 1.2 -1.0 1.3
H 0.6622 -2.0089 0.2054 -1.7 -0.6 0.3
H -0.6808 0.0080 -2.2386 0.4 0.7 -0.5
H -1.5223 0.5025 1.7849 1.1 0.3 0.3
H 0.0725 0.5575 2.8559 -0.6 0.2 -1.2
H 1.9605 0.9077 -0.7162 0.1 -0.5 0.0
C -0.5340 0.9847 2.0114 -0.7 -2.6 0.7
C 0.3152 -0.1678 -0.4039 -1.3 1.9 0.8
H -1.4737 0.7555 -0.9019 0.4 0.8 -0.5
H -1.1138 -1.6831 0.2141 0.0 0.2 1.4
C -0.4815 0.6843 -1.3915 -1.2 -2.7 1.8
```
Positions in Å, forces in eV/Å.

## Properties
HOMO-LUMO gap (spin up / spin down), eV: 8.60 / 7.93
2S+1: 1
Calculated total energy, eV: -6258.853
Total charge: +1
LUMO energy (spin up / spin down), eV: -3.953 / -3.753



(10)
A 2-piece molecular cluster, C3H11N2 overall at a distorted geometry, computed with wB97M-V/def2-TZVPD.

```
16
Properties=species:S:1:pos:R:3:forces:R:3
H 0.8241 1.3760 2.0406 0.6 -0.6 -0.5
H 0.0471 2.3656 -1.2220 -1.3 -0.1 -0.6
H 1.7370 -1.7430 -1.6281 0.2 0.6 -0.5
H 0.1052 -1.7666 -2.5098 0.2 0.3 -0.4
H -0.4908 0.1746 2.1992 -0.2 0.3 0.3
H -0.1085 0.1287 0.0990 0.5 0.5 -2.0
N -0.3885 1.1566 0.3523 1.2 -0.2 1.2
H -0.6368 2.0404 2.3205 -0.8 -0.7 -0.3
C 0.6898 -1.9904 -1.6373 -0.7 -1.3 2.0
C -0.5647 2.2280 -0.3293 0.7 -1.3 1.3
C -0.2119 1.1519 1.8153 -1.1 1.2 0.6
H 0.3944 -1.7935 0.4360 0.9 -0.1 -0.4
N 0.0244 -1.3985 -0.4302 -0.9 -0.1 1.3
H -1.1590 2.9331 0.2347 0.5 1.1 -0.4
H 0.6585 -3.0699 -1.4448 0.1 0.0 -0.7
H -0.9202 -1.7928 -0.2962 0.2 0.3 -0.9
```
Positions in Å, forces in eV/Å.

## Properties
HOMO-LUMO gap, eV: 9.47
2S+1: 1
Calculated total energy, eV: -6261.235
Total charge: +1
LUMO energy, eV: -4.947



(11)
A 2-piece molecular cluster, C3H11N2O overall at a distorted geometry, computed with wB97M-V/def2-TZVPD.

```
17
Properties=species:S:1:pos:R:3:forces:R:3
O -0.3524 0.0653 -0.8325 -0.1 0.4 0.5
H 0.3318 1.7882 2.5297 0.4 0.0 -0.6
H -1.3929 -1.1853 -2.0879 -0.3 0.4 0.1
H -0.5689 1.4992 -3.0039 -1.2 -0.5 0.4
N -1.3009 0.7559 -2.9488 0.3 -0.3 0.6
C 0.8370 -1.3559 1.5412 -0.6 -0.4 0.6
H 0.4815 -2.2669 2.0556 0.1 0.1 -0.4
H 0.0587 1.0206 0.9076 0.5 0.0 0.2
H 0.1992 -0.7371 -2.6686 -0.7 0.7 0.4
C 0.7192 1.0554 1.7878 0.3 -0.2 1.2
H 1.7850 1.3080 1.5066 -1.0 0.0 0.0
C -0.6921 -0.3071 -2.0344 1.0 -1.2 -1.8
H 1.2366 -0.1997 3.3398 0.0 -0.6 -0.7
N 0.6576 -0.2492 2.4982 -0.5 0.9 -1.1
H -2.1055 1.0597 -2.3702 0.8 0.5 -0.5
H 1.8723 -1.5424 1.2522 0.4 0.1 -0.1
H 0.2408 -1.1678 0.5861 0.6 0.1 1.3
```
Positions in Å, forces in eV/Å.

## Properties
HOMO-LUMO gap, eV: 7.07
2S+1: 1
Calculated total energy, eV: -8316.130
Total charge: -1
LUMO energy, eV: 4.207



(12)
A 2-piece molecular cluster, C3H11N2O overall at a distorted geometry, computed with wB97M-V/def2-TZVPD.

```
17
Properties=species:S:1:pos:R:3:forces:R:3
H -3.6086 -0.7952 -1.1051 1.2 1.5 -2.0
H 2.7514 -1.6546 0.3296 -0.1 0.8 0.2
C -2.8895 0.2285 -1.3543 -1.2 -2.4 0.6
H -1.9458 0.1245 -2.1110 -3.0 0.5 1.3
H -2.3277 -1.1303 0.1125 0.3 -0.3 0.9
N -2.2104 -0.0863 0.0199 3.1 3.5 -1.5
O 0.5523 0.7028 0.4894 -0.9 0.2 0.1
H 2.8673 1.7176 1.0077 -0.9 1.5 0.7
C 1.6142 0.1391 0.5085 0.3 -3.1 -1.0
C 2.9061 0.7514 0.5912 0.5 3.2 -0.2
H 1.1571 -1.9384 0.4137 -1.8 -0.6 -0.1
H -2.6122 0.4974 0.7095 -1.7 0.0 1.5
N 1.8395 -1.2488 0.5197 0.3 1.0 -0.1
H 3.5061 1.0391 -0.2375 0.4 -1.0 -1.3
H -1.1735 0.3816 0.1607 -1.9 -2.0 -1.0
H 3.3717 0.2666 1.3484 2.3 -1.9 1.7
H -3.7980 1.0051 -1.4029 3.1 -1.0 0.2
```
Positions in Å, forces in eV/Å.

## Properties
HOMO-LUMO gap (spin up / spin down), eV: 4.01 / 11.31
<S²>: 0.751
2S+1: 2
Calculated total energy, eV: -8311.760
LUMO energy (spin up / spin down), eV: 0.693 / 0.544



(13)
A 2-piece molecular cluster, C3H11N2O overall at a distorted geometry, computed with wB97M-V/def2-TZVPD.

```
17
Properties=species:S:1:pos:R:3:forces:R:3
H 0.9356 -1.7075 -1.2329 -0.5 1.7 0.1
H 2.7681 0.7002 -1.5796 -0.2 1.3 -0.2
H 3.2503 -0.8934 -1.6666 -1.3 0.4 1.2
C 1.0857 -0.6026 -1.4827 -0.8 -1.3 -2.3
C -0.2351 0.3492 0.3960 0.9 1.9 1.0
H -1.9897 -1.3979 2.6235 -0.2 -2.0 2.3
H 0.9096 -0.5412 -2.6338 0.2 0.0 2.1
O -2.0441 -0.8927 1.8659 3.1 4.3 2.1
C 2.4746 -0.2243 -1.1461 1.9 -1.1 -3.1
H -0.9551 1.5266 1.8453 -0.7 -0.6 -0.8
H 2.6062 -0.1743 -0.1304 0.7 -0.1 2.5
N 0.1392 0.3787 -0.8629 -1.4 -1.5 -1.6
H -0.4588 0.8689 -1.5921 1.0 -0.5 1.7
N -1.1066 1.2563 0.8612 4.9 -2.5 3.7
H -1.7832 1.7149 0.4256 -3.2 2.3 -2.9
H -2.4911 -1.2917 1.2282 -3.3 -3.1 -4.0
H 0.3813 -0.2415 1.1940 -1.3 1.1 -1.9
```
Positions in Å, forces in eV/Å.

## Properties
HOMO-LUMO gap, eV: 11.22
2S+1: 1
Calculated total energy, eV: -8309.555
Total charge: +1
LUMO energy, eV: -3.614



(14)
A 2-piece molecular cluster, C3H11N2O overall at a distorted geometry, computed with wB97M-V/def2-TZVPD.

```
17
Properties=species:S:1:pos:R:3:forces:R:3
C 0.2402 -0.3658 0.6405 0.4 0.5 0.2
N -0.7199 1.4179 1.8408 0.6 -0.3 0.8
H -1.5979 -1.5280 0.8027 0.0 -0.5 -0.1
H -0.6345 1.5742 -3.3738 0.4 0.3 0.4
H 1.7078 0.1684 -0.7652 -0.1 0.1 0.1
C 0.3667 0.8493 1.2433 -0.5 -0.9 -0.7
H 1.2880 -1.4056 -0.8827 -0.3 -0.2 -0.2
H 0.2504 -0.1474 -1.3922 0.2 -0.3 -0.5
H 1.3322 1.3465 1.2065 -0.4 0.8 -0.3
O 0.1626 1.0304 -3.2459 -1.0 -0.3 -0.1
H -0.0366 -2.4649 0.7910 -0.3 -0.1 -0.5
N 0.9151 -0.4784 -0.6839 0.6 0.3 0.7
H -0.6407 1.9217 2.7123 0.1 0.1 -0.1
H -0.4680 -1.6130 2.1795 -0.3 0.3 0.1
H -0.0378 0.3408 -3.8935 0.5 -0.2 -0.1
H -1.5798 0.9067 1.7251 -0.1 0.0 0.2
C -0.5476 -1.5530 1.0958 0.0 0.5 0.1
```
Positions in Å, forces in eV/Å.

## Properties
HOMO-LUMO gap, eV: 9.26
2S+1: 1
Calculated total energy, eV: -8309.816
Total charge: +1
LUMO energy, eV: -3.185